{
  "formula": "C6H12O",
  "method": "the ωB97M-V functional and the def2-TZVPD basis",
  "species": ["O", "C", "C", "C", "C", "C", "C", "H", "H", "H", "H", "H", "H", "H", "H", "H", "H", "H", "H"],
  "positions_angstrom": [[-0.15393, 2.32396, 1.94489], [-0.70716, 1.00835, -0.01564], [-0.15723, -1.52468, -0.14196], [-1.92432, 0.18307, 0.21692], [-0.81574, -0.34022, -0.70595], [1.99081, -1.24346, -0.99388], [0.26669, 1.25429, 1.11581], [-2.02445, -0.32206, 1.17522], [1.20975, -1.40888, -0.10339], [2.66216, -2.10425, -0.91628], [0.40974, 0.32584, 1.68594], [-2.86239, 0.45316, -0.26048], [-0.83018, 1.86007, -0.68310], [-0.27411, -2.38229, -0.82468], [2.48964, -0.31552, -0.69715], [-1.04302, 2.11140, 2.25596], [1.24259, 1.55950, 0.72078], [-1.07345, -0.28559, -1.76623], [1.59460, -1.15270, -2.00678]],
  "mulliken_charge": [-0.54, 0.17, -1.11, -0.81, 0.09, -1.05, -0.66, 0.30, 0.33, 0.34, 0.36, 0.30, 0.34, 0.34, 0.26, 0.34, 0.22, 0.47, 0.30],
  "spin_multiplicity": 1,
  "e_homo_ev": -8.17,
  "total_charge": 0,
  "relative_energy_kcal_mol": 121.1
}

{
  "formula": "C3H11N2O",
  "method": "the ωB97M-V functional and the def2-TZVPD basis",
  "species": ["O", "N", "N", "C", "C", "C", "H", "H", "H", "H", "H", "H", "H", "H", "H", "H", "H"],
  "positions_angstrom": [[-0.07711, 0.61366, 0.22808], [1.16177, -1.11133, 1.59583], [-1.80329, 2.01840, -0.06184], [-0.79703, 1.27377, -0.53906], [0.99481, -2.29943, 0.70971], [-0.46839, 1.30013, -1.99750], [2.11430, -0.76615, 1.68281], [0.92478, -1.45821, 2.52836], [1.71161, -3.08972, 0.82352], [-2.33103, 2.65915, -0.62696], [0.00579, -2.74109, 0.85582], [-0.99026, 2.09001, -2.52979], [1.06260, -1.99160, -0.34546], [-1.91009, 1.91570, 0.93397], [0.57373, 1.62414, -2.04310], [-0.55459, 0.37423, -2.59324], [0.38240, -0.41167, 1.37888]],
  "mulliken_charge": [-0.73, -0.25, -0.37, 0.68, -0.79, -0.98, 0.34, 0.40, 0.37, 0.22, 0.34, 0.36, 0.28, 0.23, 0.28, 0.27, 0.36],
  "spin_multiplicity": 1,
  "e_homo_ev": -14.35,
  "total_charge": 1,
  "relative_energy_kcal_mol": 6.7
}

{
  "formula": "C6H13N",
  "method": "the ωB97M-V functional and the def2-TZVPD basis",
  "species": ["N", "C", "C", "C", "C", "C", "C", "H", "H", "H", "H", "H", "H", "H", "H", "H", "H", "H", "H", "H"],
  "positions_angstrom": [[1.46880, -1.54011, -0.41355], [-0.50846, -1.87296, 1.05085], [-0.77947, 1.06025, 1.32563], [-0.93844, 1.57090, -1.62776], [0.36072, 1.30981, -0.89107], [0.34183, -0.92553, 0.27867], [0.12741, 0.39622, 0.31324], [-0.36727, 2.05085, 1.51651], [0.71118, 2.29183, -0.56193], [2.17466, -1.54281, 0.31631], [-0.81297, -2.67992, 0.37712], [-1.70456, 0.84596, -1.37678], [1.77114, -0.89620, -1.13393], [-0.93474, 1.45809, -2.72115], [-1.79690, 1.24372, 0.97007], [-1.42098, -1.45306, 1.47131], [-0.79338, 0.54307, 2.28586], [1.20409, 0.90635, -1.45313], [-1.39113, 2.55331, -1.52894], [-0.01289, -2.37705, 1.89236]],
  "mulliken_charge": [-0.66, -1.21, -1.52, -1.25, -0.51, 0.42, 0.34, 0.41, 0.35, 0.27, 0.32, 0.33, 0.30, 0.32, 0.30, 0.37, 0.44, 0.37, 0.33, 0.28],
  "smiles": "CC/C(C)=C(/C)N",
  "spin_multiplicity": 1,
  "e_homo_ev": -8.14,
  "total_charge": 0,
  "relative_energy_kcal_mol": 23.6
}

{
  "formula": "C3H16NO4",
  "method": "the ωB97M-V functional and the def2-TZVPD basis",
  "species": ["O", "O", "O", "O", "N", "C", "C", "C", "H", "H", "H", "H", "H", "H", "H", "H", "H", "H", "H", "H", "H", "H", "H", "H"],
  "positions_angstrom": [[-0.28686, -0.18960, -0.38162], [2.06362, -4.49524, -2.45845], [2.43619, -1.82303, -0.16710], [-2.33575, -3.20159, -1.25318], [-0.43876, 1.81945, 1.19318], [-0.06685, 3.24594, 1.07264], [0.29526, 0.83409, 1.57885], [-1.45912, 3.92237, 1.00264], [2.35854, -3.62225, -2.80123], [-2.99074, -3.80973, -0.94434], [0.44611, -0.69002, -0.41329], [2.23152, -2.68485, -0.24979], [-1.32601, 4.97925, 0.91377], [0.74420, 3.32028, 0.20433], [-2.24354, 3.58951, 0.28928], [0.04518, -0.27413, 1.87403], [0.39462, 3.49552, 2.17587], [-2.46249, -3.25517, -2.24676], [-0.94018, -0.67708, -0.87050], [-2.01495, 3.86969, 2.00892], [1.33243, 0.99425, 1.80865], [3.37975, -1.66387, -0.10117], [-1.43116, 1.57769, 0.86797], [2.26898, -5.26149, -3.10270]],
  "mulliken_charge": [-0.54, -0.65, -0.61, -0.63, -0.03, -0.25, -0.13, -1.27, 0.32, 0.31, 0.27, 0.31, 0.37, 0.33, 0.37, 0.27, 0.30, 0.33, 0.29, 0.35, 0.33, 0.30, 0.33, 0.33],
  "spin_multiplicity": 1,
  "e_homo_ev": -13.78,
  "total_charge": 1,
  "relative_energy_kcal_mol": 73.6
}

{
  "formula": "C2H6N2O",
  "method": "the ωB97M-V functional and the def2-TZVPD basis",
  "species": ["O", "N", "N", "C", "C", "H", "H", "H", "H", "H", "H"],
  "positions_angstrom": [[-0.90048, -1.02436, -0.58245], [-1.38658, 0.42041, 1.03058], [0.72030, 0.56715, 0.04623], [-0.50664, -0.06694, 0.10199], [1.78769, 0.08006, -0.81306], [-1.22862, 0.94667, 2.02168], [2.68894, 1.03386, -0.96652], [2.32092, -1.02854, -0.25798], [1.21516, -0.13223, -1.94320], [-2.03146, -0.49981, 1.43636], [1.21661, 0.88320, 1.09798]],
  "mulliken_charge": [-0.59, -0.57, -0.26, 0.46, -0.67, 0.28, 0.24, 0.23, 0.26, 0.31, 0.31],
  "spin_multiplicity": 1,
  "e_homo_ev": -9.60,
  "total_charge": 0,
  "relative_energy_kcal_mol": 86.0
}